[1]
{"formula": "C26H60N8O10Tl", "method": "ωB97M-V/def2-TZVPD", "elements": ["Tl", "O", "C", "C", "O", "H", "H", "H", "H", "C", "C", "O", "N", "C", "H", "H", "H", "H", "H", "H", "H", "C", "C", "O", "N", "C", "H", "H", "H", "H", "H", "H", "H", "C", "C", "O", "N", "C", "H", "H", "H", "H", "H", "H", "H", "C", "C", "O", "N", "C", "H", "H", "H", "H", "H", "H", "H", "C", "C", "O", "N", "C", "H", "H", "H", "H", "H", "H", "H", "C", "C", "O", "N", "C", "H", "H", "H", "H", "H", "H", "H", "C", "C", "O", "N", "C", "H", "H", "H", "H", "H", "H", "H", "C", "C", "O", "N", "C", "H", "H", "H", "H", "H", "H", "H"], "positions_angstrom": [[-1.28260, -3.04656, 0.49488], [0.96596, -0.99986, 1.03419], [0.51539, 0.24953, 0.52669], [-1.01081, 0.64762, 0.48235], [-1.99979, -0.22062, -0.10231], [0.86004, 0.36760, -0.50062], [1.05032, 1.04403, 1.04700], [-1.09403, 1.58743, -0.06347], [-1.40031, 0.96965, 1.44810], [0.89990, 0.33313, 4.75842], [2.43196, 0.12549, 4.69976], [3.14219, 0.31721, 5.69056], [2.84644, -0.36932, 3.55728], [4.26382, -0.72955, 3.16687], [0.57058, 1.18287, 5.35639], [0.50323, -0.59318, 5.17401], [0.53820, 0.51367, 3.74615], [2.12225, -0.48405, 2.86267], [4.67430, -1.42367, 3.90022], [4.83663, 0.18672, 3.30981], [4.31899, -1.01283, 2.11577], [2.99254, -5.93305, 0.18346], [2.21036, -4.66004, 0.21965], [0.98149, -4.68620, 0.17805], [2.90109, -3.51950, 0.34111], [4.37153, -3.44744, 0.25925], [2.39072, -6.81687, 0.39507], [3.81785, -5.91999, 0.89536], [3.44493, -6.05464, -0.80074], [2.37264, -2.70083, 0.60685], [4.76623, -3.95062, -0.62343], [4.70409, -3.95310, 1.16578], [4.82897, -2.46862, 0.40329], [-5.95417, -0.72176, 0.28525], [-5.86195, 0.81416, 0.48022], [-6.85226, 1.55166, 0.53593], [-4.63132, 1.30116, 0.59491], [-4.38925, 2.72929, 0.86188], [-6.32294, -0.88835, -0.72686], [-6.58844, -1.21230, 1.02360], [-4.98583, -1.21162, 0.38756], [-3.78185, 0.76282, 0.50160], [-3.37790, 2.85710, 1.24780], [-5.07087, 3.28834, 1.50293], [-4.35233, 3.34054, -0.03984], [4.39132, 1.52970, 0.60463], [4.47483, 0.77461, -0.72335], [5.38182, 1.19835, -1.56499], [3.69304, -0.29293, -0.90963], [3.70934, -1.00605, -2.20337], [4.10185, 2.57790, 0.67928], [5.25444, 1.51312, 1.27010], [3.58590, 0.96242, 1.07108], [3.00247, -0.49438, -0.20068], [4.44626, -0.72863, -2.95708], [2.72718, -0.80331, -2.63039], [3.79507, -2.07637, -2.01581], [1.68918, -3.42270, -3.67944], [0.54135, -2.48713, -3.28268], [0.03635, -2.62597, -2.17287], [0.11788, -1.55061, -4.09312], [-0.71391, -0.41999, -3.73037], [1.25389, -4.18607, -4.32433], [2.09074, -3.88767, -2.77908], [2.47717, -2.86439, -4.18485], [0.61295, -1.34370, -4.94881], [-0.02310, 0.40031, -3.53547], [-1.38963, -0.60574, -2.89551], [-1.28734, 0.06658, -4.51938], [-2.56607, 3.16031, -2.34007], [-3.42475, 2.09665, -3.05003], [-4.02403, 2.38934, -4.07666], [-3.42847, 0.86281, -2.44959], [-4.20993, -0.28893, -2.93674], [-1.66638, 3.41211, -2.90156], [-2.24984, 2.95217, -1.31793], [-3.17612, 4.06359, -2.34493], [-2.91777, 0.73667, -1.58740], [-4.01450, -1.02579, -2.15768], [-3.92726, -0.65250, -3.92468], [-5.27305, -0.05048, -2.90501], [-2.95467, 0.06211, 4.50694], [-3.22246, -1.15487, 3.57717], [-2.31035, -1.67097, 2.98212], [-4.43875, -1.53565, 3.42552], [-5.73155, -0.85783, 3.76510], [-3.87078, 0.60954, 4.72864], [-2.15631, 0.65498, 4.06059], [-2.69023, -0.37246, 5.47095], [-4.41215, -2.35154, 2.83077], [-6.01562, -1.01809, 4.80516], [-6.60531, -1.10091, 3.16048], [-5.61497, 0.22440, 3.70782], [3.60298, 6.10601, -1.86894], [3.29103, 4.58200, -2.04887], [4.25265, 3.83259, -2.24743], [1.99643, 4.24486, -2.08533], [1.59350, 2.84996, -2.05648], [4.51773, 6.37884, -1.34272], [2.83121, 6.58346, -1.26519], [3.64120, 6.62439, -2.82702], [1.21850, 4.88896, -2.09385], [0.52323, 2.67736, -1.94329], [2.09061, 2.40067, -1.19676], [2.00721, 2.31347, -2.91036]], "forces_ev_per_a": [[0.872, 0.579, -0.220], [-2.491, 3.448, -1.492], [4.568, -3.666, 1.287], [-6.325, -0.899, -1.825], [3.739, 1.715, 1.961], [-0.678, -0.542, -0.835], [-0.674, 0.379, 0.759], [1.106, -0.013, -0.818], [0.689, -1.061, 1.097], [0.692, 0.066, -0.315], [-0.361, 0.980, 3.329], [-0.443, -0.115, -1.172], [1.242, -1.221, -2.974], [-1.189, 1.413, 1.554], [0.457, -0.153, 0.215], [-0.293, 0.095, -0.127], [-0.334, -0.294, -0.088], [0.272, -0.226, -0.083], [-0.127, -0.386, -0.422], [0.202, -0.043, -0.206], [-0.162, -0.277, 0.330], [0.549, -0.474, -0.128], [-0.279, -0.385, 0.322], [-0.765, 0.349, 0.281], [0.774, 0.940, -0.461], [-0.167, -0.732, 1.447], [-0.232, 0.361, -0.129], [-0.018, 0.085, 0.008], [0.028, -0.065, -0.112], [-0.115, 0.035, -0.283], [-0.074, 0.188, 0.056], [0.570, -0.397, -0.207], [-0.725, 0.283, -0.602], [0.310, 0.648, -0.067], [-2.236, -0.481, 0.122], [1.134, -1.154, -0.043], [1.496, 1.886, 0.825], [0.616, 0.476, -0.714], [-0.184, -0.176, 0.154], [-0.337, 0.400, -0.258], [0.251, 0.157, -0.156], [-0.539, -0.452, 0.029], [0.045, -0.290, 0.394], [-0.281, -0.877, 0.237], [-0.331, -0.267, -0.428], [-1.431, -1.106, 0.511], [5.864, 4.355, -2.488], [-3.969, -2.568, 2.855], [0.571, -0.059, -0.908], [-1.261, -0.325, 0.541], [-0.121, 0.020, -1.164], [0.297, -0.642, -0.527], [-0.154, 0.285, 1.075], [0.017, -0.247, -0.376], [0.277, 0.577, 0.835], [-0.080, -0.295, -0.366], [-0.034, 0.012, -0.038], [-0.695, 0.657, -0.222], [0.912, -1.381, 1.557], [-0.591, 0.028, 1.076], [-0.449, 1.595, -2.455], [0.093, 0.895, 0.541], [0.313, -0.077, -0.133], [-0.205, 0.094, -0.073], [-0.019, -0.211, -0.223], [0.219, -0.613, 0.033], [0.078, 0.210, 0.873], [0.422, -0.152, -0.100], [-0.233, -1.008, -0.545], [-0.345, 0.190, -0.267], [0.254, 0.193, -0.077], [0.443, -0.718, 0.912], [-0.291, 0.398, -1.018], [0.240, 0.737, 1.102], [-0.072, -0.232, -0.295], [-0.222, -0.254, 0.074], [0.062, 0.040, 0.146], [-0.047, 0.023, -0.305], [-0.157, -0.469, -0.360], [0.110, 0.167, 0.088], [-0.003, -0.015, -0.254], [-0.626, -1.259, -0.318], [1.118, 4.078, 2.006], [2.283, -1.477, -1.341], [-4.066, -1.207, -0.773], [0.732, 0.448, 0.867], [0.239, 0.293, -0.345], [-0.125, 0.027, 0.369], [0.541, 0.131, 0.000], [-0.884, -0.138, -0.087], [0.120, -0.416, 0.014], [0.621, -0.481, -0.276], [0.153, -0.052, -0.385], [-1.033, -0.124, 0.372], [3.594, 1.995, -0.703], [-2.099, 0.071, 0.598], [-2.025, -1.004, 0.145], [1.136, -0.383, 0.152], [0.222, -0.873, -0.173], [-0.332, 0.079, -0.151], [-0.102, -0.234, -0.132], [0.745, 0.428, 0.152], [-0.006, 0.466, -0.271], [0.010, -0.263, 0.230], [-0.265, -0.047, -0.215]], "mulliken_charge": [1.124, -0.754, -0.310, 0.329, -0.343, 0.233, 0.470, -0.279, -0.045, -0.502, 0.611, -0.686, 0.074, -0.890, 0.438, 0.246, -0.093, 0.027, 0.391, 0.336, 0.096, -1.346, 0.662, -0.508, 0.597, -1.364, 0.357, 0.363, 0.334, -0.220, 0.439, 0.512, 0.224, -0.785, 0.818, -0.701, 0.865, -1.085, 0.308, 0.293, -0.039, -0.582, 0.356, 0.369, 0.266, -0.489, 0.799, -0.698, 1.007, -0.708, 0.236, 0.355, -0.166, -0.838, 0.395, 0.083, 0.131, -1.019, 0.423, -0.464, -0.040, -0.557, 0.431, -0.020, 0.395, 0.275, 0.089, 0.183, 0.366, -0.916, 0.729, -0.665, 0.651, -1.017, 0.210, 0.087, 0.380, -0.262, 0.234, 0.370, 0.329, -0.852, 0.483, -0.535, -0.058, -1.026, 0.487, 0.076, 0.317, 0.237, 0.375, 0.334, 0.286, -1.184, 0.563, -0.535, -0.145, 0.285, 0.317, 0.384, 0.294, 0.254, -0.186, -0.335, 0.257], "e_tot_ev": -65013.6818, "charge": 1, "de_lowest_ev": 0.1810, "e_homo_ha": -0.4198, "lumo_ev": -8.63}

[2]
{"formula": "C26H60NO6", "method": "ωB97M-V/def2-TZVPD", "elements": ["C", "C", "C", "C", "C", "C", "C", "C", "C", "C", "C", "C", "C", "C", "N", "H", "H", "H", "H", "H", "H", "H", "H", "H", "H", "H", "H", "H", "H", "H", "H", "H", "H", "H", "H", "H", "H", "H", "H", "H", "H", "H", "H", "H", "H", "C", "O", "C", "C", "O", "C", "H", "H", "H", "H", "H", "H", "H", "H", "H", "H", "C", "O", "C", "C", "O", "C", "H", "H", "H", "H", "H", "H", "H", "H", "H", "H", "C", "O", "C", "C", "O", "C", "H", "H", "H", "H", "H", "H", "H", "H", "H", "H"], "positions_angstrom": [[-1.26403, -4.15611, 4.94304], [-2.10784, -4.58128, 3.71899], [-2.99863, -3.42852, 3.23655], [-2.25839, -2.45578, 2.31178], [-2.96911, -1.11165, 2.13763], [-2.24367, -0.05146, 2.93421], [-0.95269, 0.37536, 2.21136], [-0.86502, 1.86411, 1.86236], [0.55725, 2.40667, 1.82444], [1.40505, 1.94902, 0.62523], [1.74733, 0.46263, 0.60178], [2.91318, 0.09725, -0.32250], [2.89545, -1.39275, -0.71778], [2.91794, -2.42595, 0.39274], [2.19697, -3.65368, 0.03616], [-1.90724, -3.68198, 5.68488], [-0.74827, -4.99094, 5.40509], [-0.52828, -3.41373, 4.65078], [-1.42045, -4.79714, 2.90168], [-2.68900, -5.47129, 3.94748], [-3.32604, -2.86393, 4.11369], [-3.88551, -3.79568, 2.72223], [-1.26455, -2.27777, 2.72279], [-2.09095, -2.92868, 1.34650], [-4.00227, -1.18919, 2.48189], [-3.00628, -0.82376, 1.08822], [-2.88844, 0.79774, 3.15275], [-1.96357, -0.51412, 3.88161], [-0.87549, -0.21276, 1.30075], [-0.07032, 0.11510, 2.79095], [-1.33603, 2.07822, 0.90132], [-1.43103, 2.42475, 2.60996], [1.05752, 2.15064, 2.76015], [0.50463, 3.49836, 1.80022], [0.90419, 2.19589, -0.31112], [2.34250, 2.51313, 0.64054], [0.88064, -0.10005, 0.25950], [1.93881, 0.09989, 1.60944], [2.79957, 0.67631, -1.24317], [3.85862, 0.36799, 0.15057], [3.74455, -1.57720, -1.38046], [1.99733, -1.57082, -1.30858], [2.51492, -1.97416, 1.30863], [3.98323, -2.63709, 0.60482], [1.46552, -3.79174, 0.73960], [2.55175, -2.61057, 4.23904], [2.05902, -3.64709, 5.06756], [2.95389, -4.72702, 5.22498], [3.67277, -4.67721, 6.55524], [4.52266, -3.54820, 6.67278], [3.94033, -2.47332, 7.38087], [1.90116, -1.74733, 4.38436], [3.57416, -2.33527, 4.50867], [2.52092, -2.89755, 3.19446], [3.67640, -4.75284, 4.40378], [2.36569, -5.65049, 5.18344], [4.30058, -5.56892, 6.65368], [2.94000, -4.68691, 7.37003], [3.91629, -2.68324, 8.45766], [2.92689, -2.26496, 7.03126], [4.56161, -1.59617, 7.20752], [0.57205, 4.38486, -2.15054], [-0.61475, 3.67939, -1.82825], [-1.63857, 4.50193, -1.30188], [-2.67989, 4.84383, -2.34422], [-2.14725, 5.62306, -3.40238], [-1.81495, 4.85593, -4.54674], [1.18977, 3.72895, -2.76161], [0.35507, 5.29818, -2.71056], [1.12634, 4.64004, -1.24035], [-1.21523, 5.41806, -0.87671], [-2.12255, 3.94698, -0.49148], [-3.47596, 5.42855, -1.87222], [-3.12263, 3.92249, -2.73619], [-2.71445, 4.56224, -5.09867], [-1.25370, 3.95933, -4.27935], [-1.19709, 5.48148, -5.18975], [-0.03227, 2.58652, -7.40252], [-1.42335, 2.63098, -7.14053], [-2.19634, 3.11381, -8.22268], [-2.84560, 1.99269, -9.00324], [-1.89309, 1.16154, -9.64075], [-1.62320, -0.03947, -8.93760], [0.42509, 1.97907, -6.62395], [0.17967, 2.13879, -8.37604], [0.40192, 3.59230, -7.36710], [-1.58249, 3.72791, -8.88992], [-2.98333, 3.75121, -7.80584], [-3.47700, 2.42814, -9.78445], [-3.48625, 1.40280, -8.33979], [-2.45090, -0.74828, -9.04909], [-1.44871, 0.14544, -7.87606], [-0.72656, -0.47546, -9.37359]], "forces_ev_per_a": [[-0.569, 0.079, -0.509], [0.444, 0.657, 0.191], [0.285, 0.190, 0.095], [-0.063, -0.346, -0.146], [-0.286, -0.224, 0.155], [0.418, 0.034, -0.041], [-0.153, 0.178, -0.110], [0.017, -0.017, 0.173], [0.071, 0.158, -0.504], [0.200, -0.139, 0.392], [-0.010, -0.129, -0.189], [-0.390, -0.411, 0.125], [0.182, 0.775, -0.434], [-0.629, -1.164, 0.200], [0.217, 0.327, 0.285], [-0.084, -0.096, 0.184], [0.149, -0.096, 0.012], [0.212, -0.013, 0.008], [0.024, -0.430, -0.059], [-0.089, -0.095, -0.006], [-0.259, 0.006, 0.071], [-0.152, -0.057, -0.008], [0.145, 0.003, -0.029], [0.027, -0.165, -0.092], [-0.145, -0.110, -0.025], [-0.033, 0.061, -0.127], [-0.012, 0.205, -0.016], [-0.157, 0.169, 0.292], [0.099, -0.070, -0.070], [0.042, -0.059, 0.200], [-0.154, -0.089, -0.115], [-0.019, 0.089, 0.092], [0.144, -0.097, 0.068], [-0.007, 0.120, 0.003], [-0.130, 0.173, -0.039], [0.068, 0.095, -0.009], [-0.087, -0.099, -0.052], [0.139, 0.016, 0.163], [0.198, 0.204, -0.051], [0.144, 0.147, 0.000], [0.020, -0.034, -0.202], [-0.152, -0.099, -0.021], [0.020, 0.232, 0.129], [0.218, 0.111, 0.149], [0.102, 0.046, -0.101], [0.000, 0.201, 0.022], [-0.024, -0.051, 0.330], [-0.118, -0.062, -0.122], [0.073, -0.038, 0.025], [0.008, 0.021, 0.016], [0.008, -0.017, -0.044], [-0.012, 0.002, 0.002], [0.021, 0.036, 0.008], [0.044, -0.129, -0.312], [0.004, 0.002, -0.009], [0.047, -0.023, -0.018], [-0.017, 0.005, -0.007], [-0.009, 0.009, 0.022], [-0.041, 0.003, -0.003], [-0.008, 0.011, 0.012], [0.027, 0.002, 0.017], [-0.044, -0.035, 0.079], [0.036, 0.098, -0.133], [0.041, -0.138, 0.097], [-0.058, 0.093, -0.037], [0.021, -0.020, 0.002], [0.040, 0.013, -0.006], [-0.011, -0.048, 0.038], [0.001, -0.003, -0.006], [0.004, 0.021, -0.019], [-0.001, 0.025, -0.008], [-0.001, 0.028, 0.010], [0.005, -0.013, 0.005], [-0.006, -0.018, -0.003], [0.006, -0.042, 0.020], [-0.015, -0.027, -0.037], [-0.025, 0.024, -0.017], [-0.004, 0.013, 0.037], [0.002, -0.037, -0.015], [-0.010, 0.070, 0.130], [-0.026, -0.045, -0.123], [0.052, 0.021, 0.034], [-0.008, 0.014, -0.024], [-0.004, 0.019, 0.026], [0.005, -0.006, -0.002], [0.004, -0.004, -0.032], [0.012, -0.004, -0.023], [0.001, 0.012, -0.026], [-0.012, 0.002, 0.019], [-0.003, -0.006, 0.020], [-0.004, 0.005, 0.039], [-0.002, -0.012, 0.011], [-0.006, -0.010, -0.029]], "mulliken_charge": [-0.966, -0.592, -0.737, -0.200, -1.089, -0.953, 0.306, -0.576, -1.133, -0.502, 0.202, -0.706, -1.121, 0.856, -1.036, 0.356, 0.338, 0.121, 0.309, 0.386, 0.339, 0.341, -0.039, 0.381, 0.463, 0.466, 0.500, 0.346, 0.285, -0.128, -0.013, 0.466, 0.318, 0.506, -0.027, 0.466, 0.235, -0.021, 0.321, 0.417, 0.271, 0.296, -0.729, 0.257, 0.084, -1.108, -0.215, -0.591, -0.547, -0.380, -0.665, 0.264, 0.451, 0.504, 0.362, 0.371, 0.399, 0.291, 0.325, 0.238, 0.249, -0.974, -0.268, -0.276, -0.739, -0.409, -0.745, 0.257, 0.479, 0.332, 0.348, 0.273, 0.410, 0.329, 0.310, 0.353, 0.299, -0.895, -0.268, -0.453, -0.606, -0.378, -0.678, 0.274, 0.423, 0.310, 0.360, 0.347, 0.381, 0.342, 0.320, 0.290, 0.241], "e_tot_ev": -41705.3360, "charge": -1, "e_homo_ha": -0.0478, "lumo_ev": 2.23}